Model w:
Entry from OMol25: a 2-piece molecular cluster, C4H12N3 overall (wB97M-V/def2-TZVPD).

## Properties
Total charge: +1
E_HOMO, eV: -11.843
HOMO-LUMO gap, eV: 8.44

Geometry as XYZ:
```
19
C4H12N3, DFT wB97M-V/def2-TZVPD
C -2.0937 0.6684 1.6684
C -0.9280 -0.3238 1.5243
C 0.3567 -0.0824 1.0661
N -1.2906 -1.5289 2.0918
H -2.5657 0.5757 2.6779
H -2.8630 0.4441 0.9148
H -1.7700 1.7106 1.5103
H 1.2209 -0.6909 1.4346
H 0.5389 0.9141 0.6312
H -2.2492 -1.7958 1.9161
H -0.6494 -2.2619 1.7453
N 1.3311 0.7066 -3.1815
C 1.1119 0.2916 -1.9579
N 2.0911 -0.1070 -1.1843
H 2.2324 0.5775 -3.7263
H 0.5683 1.0965 -3.7451
H 0.1314 0.3628 -1.5441
H 1.7975 -0.4860 -0.2873
H 3.0293 -0.0712 -1.5542
```

Atom charges from the natural (NBO) analysis, given in e for atoms 1 to 4: -0.675, 0.295, -0.714, -0.780

***

Model x:
Entry from OMol25: an isolated ion of composition C4H12N3 and charge +1 (wB97M-V/def2-TZVPD).

## Properties
Total charge: +1
SMILES: N/C=C(\[NH3+])CCN
E_HOMO, eV: -13.418
HOMO-LUMO gap, eV: 10.59

Geometry as XYZ:
```
19
C4H12N3, DFT wB97M-V/def2-TZVPD
N 1.7581 -0.7782 -1.9833
C 0.8790 -1.2913 -1.0009
C -0.1503 -0.5907 -0.5402
N -0.3309 0.7318 -1.1831
C -0.8036 -0.7381 0.7970
C -0.3033 0.3288 1.7797
N -0.7744 1.6522 1.3224
H 2.7105 -1.0649 -1.8002
H 1.5290 -0.9912 -2.9473
H 1.0532 -2.2586 -0.5470
H -1.1934 0.8476 -1.7133
H 0.5184 0.8710 -1.7508
H -0.4390 1.4092 -0.3545
H -0.4953 -1.7076 1.2032
H -1.8920 -0.8483 0.7947
H 0.7735 0.3173 1.8153
H -0.6872 0.0340 2.7586
H -1.7807 1.6859 1.4601
H -0.3714 2.3912 1.8895
```

Atom charges from the natural (NBO) analysis, given in e for atoms 1 to 4: -0.879, 0.006, 0.109, -0.755

***

Model y:
Entry from OMol25: an isolated ion of composition C4H12N3 and charge +1 (wB97M-V/def2-TZVPD).

## Properties
Total charge: +1
SMILES: C/C=[NH+]/NCNC
E_HOMO, eV: -12.986
HOMO-LUMO gap, eV: 9.32

Geometry as XYZ:
```
19
C4H12N3, DFT wB97M-V/def2-TZVPD
C 3.3454 0.0397 -1.4148
C 2.3057 0.2303 -0.3507
N 1.1157 0.2212 -0.7549
N -0.0168 0.5346 -0.1605
C -1.4183 -0.6046 -0.0949
N -2.2170 -0.6808 1.0486
C -3.1217 0.4080 1.5910
H 4.2012 0.7214 -1.5112
H 3.8240 -0.9239 -0.9929
H 2.9037 -0.3291 -2.3977
H 2.6343 0.3585 0.6374
H 1.0538 -0.0575 -1.7650
H 0.1728 0.8963 0.7922
H -1.9146 -0.1364 -0.9598
H -1.0358 -1.5476 -0.2761
H -1.7358 -1.1525 1.7668
H -2.6411 1.3369 1.6325
H -3.8296 0.5659 0.7118
H -3.6262 0.1197 2.4983
```

Atom charges from the natural (NBO) analysis, given in e for atoms 1 to 4: -0.681, 0.155, -0.217, -0.495

***

Model z:
Entry from OMol25: a 2-piece molecular cluster, C4H12N3 overall (wB97M-V/def2-TZVPD).

## Properties
Total charge: +1
E_HOMO, eV: -13.552
HOMO-LUMO gap, eV: 10.49

Geometry as XYZ:
```
19
C4H12N3, DFT wB97M-V/def2-TZVPD
C 2.8285 0.1694 0.0050
C 3.9306 0.4381 -0.6490
C -3.2058 0.0550 0.3821
C -1.8164 -0.4929 0.3631
N 1.4514 0.3563 0.2926
N 2.2140 -0.7129 0.8961
N -0.9826 -0.0115 -0.7856
H 4.7997 -0.1340 -0.3501
H 4.1651 1.3323 -1.1497
H 0.1569 0.2452 -0.4230
H -3.3790 0.9939 -0.2696
H -4.0743 -0.5712 -0.0203
H -3.6422 0.3618 1.2940
H -1.8428 -1.6364 0.2667
H -1.4644 -0.1472 1.2714
H 1.3402 1.1999 0.8655
H 1.8592 -1.5661 0.6520
H -1.4619 0.7958 -1.0657
H -0.8762 -0.6756 -1.5755
```

Atom charges from the natural (NBO) analysis, given in e for atoms 1 to 4: 0.298, -0.438, -0.665, -0.245

***

Tell me which of them is the most stable. Sure, it is model x.

***

Model w:
Entry from OMol25: a 2-piece molecular cluster, C4H12N3 overall (wB97M-V/def2-TZVPD).

## Properties
Total charge: +1
E_HOMO, eV: -14.453
HOMO-LUMO gap, eV: 11.46

Geometry as XYZ:
```
19
C4H12N3, DFT wB97M-V/def2-TZVPD
C -1.1080 -2.0775 0.6651
C 0.2790 -1.7481 1.2032
C 1.8596 -0.0404 0.9486
N 0.6301 -0.3586 0.8863
H -1.4191 -3.0893 0.9171
H -1.8572 -1.3893 1.0572
H -1.1535 -2.0155 -0.4266
H 1.0137 -2.4142 0.7488
H 0.3035 -1.9039 2.2826
H 2.5626 -0.7767 1.3389
H 2.1864 0.9546 0.6686
N -0.5771 1.8700 -0.1153
C -0.6341 1.8048 -1.4159
N -0.2747 0.7357 -2.0878
H -0.2227 1.0086 0.4298
H -0.8134 2.7581 0.2904
H -0.9917 2.6591 -1.9787
H -0.2699 0.6794 -3.0909
H -0.1009 -0.1042 -1.5553
```

Atom charges from the natural (NBO) analysis, given in e for atoms 1 to 4: -0.612, -0.260, 0.007, -0.481

***

Model x:
Entry from OMol25: a 2-piece molecular cluster, C4H12N3 overall (wB97M-V/def2-TZVPD).

## Properties
Total charge: +1
E_HOMO, eV: -12.591
HOMO-LUMO gap, eV: 9.22

Geometry as XYZ:
```
19
C4H12N3, DFT wB97M-V/def2-TZVPD
C -0.1979 -1.2764 -1.0288
C 1.1097 -1.9567 -1.3017
C 1.2703 -2.8432 -2.2772
H -0.0637 -0.1935 -1.0129
H -0.9429 -1.5151 -1.7862
H -0.6195 -1.5668 -0.0540
H 1.9364 -1.7674 -0.6252
H 2.2155 -3.3325 -2.4620
H 0.4998 -3.0134 -3.0229
N -1.6186 0.9154 0.6117
C -0.5027 1.4627 1.1288
N 0.1060 2.4570 0.4791
N -0.0341 1.0276 2.2848
H -1.8526 1.2085 -0.3214
H -1.7719 -0.0322 0.9054
H 0.9125 2.8866 0.9014
H -0.1520 2.7125 -0.4577
H -0.4673 0.2359 2.7272
H 0.8485 1.3520 2.6453
```

Atom charges from the natural (NBO) analysis, given in e for atoms 1 to 4: -0.632, -0.206, -0.356, 0.177

***

Tell me which of them is the most stable. Sure, it is model x.